Formula: C5H10CaCl3O8S2
Source: the Open Molecules 2025 dataset
Level of theory: wB97M-V/def2-TZVPD

Element x y z (Å)
1 Ca 0.629 5.812 3.025
2 Cl -0.780 2.557 0.637
3 C -3.467 -2.590 -1.537
4 C -2.771 -3.216 -0.324
5 O -1.768 -4.050 -0.817
6 S -2.105 -4.637 -2.350
7 O -2.552 -6.065 -2.331
8 O -1.181 -4.208 -3.348
9 O -3.415 -3.637 -2.497
10 H -2.907 -1.716 -1.869
11 H -4.513 -2.325 -1.383
12 H -3.486 -3.798 0.259
13 H -2.340 -2.499 0.374
14 C 4.558 0.033 2.250
15 C 3.630 -0.315 3.413
16 O 4.030 0.533 4.474
17 S 4.913 1.845 3.992
18 O 6.230 1.836 4.647
19 O 4.090 3.053 4.071
20 O 4.962 1.334 2.468
21 H 4.122 -0.155 1.269
22 H 5.453 -0.589 2.230
23 H 3.714 -1.381 3.623
24 H 2.595 -0.150 3.114
25 C -3.393 4.827 -4.720
26 Cl -4.807 3.683 -5.001
27 Cl -3.884 6.417 -4.167
28 H -2.784 4.458 -3.895
29 H -2.772 4.942 -5.608

The calculation puts the total energy at -99390.7471 eV. The charge is +1. Its gap between HOMO and LUMO is 4.20 eV. For the largest force on an atom, the calculation gives 0.090 Eh/bohr.

Formula: C5H10ClN
Source: the Open Molecules 2025 dataset
Level of theory: wB97M-V/def2-TZVPD

Element x y z (Å)
1 C 0.468 1.722 -0.327
2 C 0.326 0.725 0.787
3 C -0.678 -0.342 0.883
4 C -1.610 -0.722 -0.204
5 Cl -3.209 0.058 0.070
6 N 0.726 -0.626 0.761
7 C 1.332 -1.143 -0.396
8 H -0.162 2.560 -0.105
9 H 0.192 1.358 -1.263
10 H 1.497 2.073 -0.428
11 H 0.549 1.130 1.780
12 H -1.051 -0.569 1.920
13 H -1.190 -0.390 -1.183
14 H -1.731 -1.829 -0.156
15 H 2.330 -0.754 -0.531
16 H 1.443 -2.204 -0.275
17 H 0.767 -1.047 -1.333

The calculation puts the total energy at -19358.2346 eV. Its gap between HOMO and LUMO is 9.70 eV. The energy above the lowest of the compared OMol25 structures with the same formula, charge and spin is 140.4 kJ/mol. For the largest force on an atom, the calculation gives 0.043 Eh/bohr. The SMILES is C[C@H]1[C@@H](CCl)N1C.